(A)
The following is a DFT calculation (ωB97M-V/def2-TZVPD) of a cluster of 2 separate species, C6H6N2O2 in total.

Last column: Löwdin charge in e.
Element x y z (Å)
C  -1.281  -0.207  1.461  -0.14
C  -1.466  -0.332  -1.604  -0.17
C  -0.134  1.517  0.004  -0.41
C  1.134  1.878  -0.808  0.02
C  0.552  -2.026  0.710  -0.02
C  -0.229  0.159  0.597  -0.19
N  -2.162  -0.505  2.141  0.27
N  -1.849  -0.825  -2.551  -0.04
O  -0.965  2.375  0.265  0.11
O  0.786  -0.664  0.460  -0.01
H  1.279  1.239  -1.667  0.08
H  1.989  1.593  -0.180  0.08
H  1.133  2.983  -0.963  0.11
H  -0.229  -2.152  1.458  0.09
H  1.494  -2.391  0.741  0.07
H  -0.050  -2.640  -0.067  0.15

## Properties
HOMO-LUMO gap (alpha / beta), eV: 7.327 / 7.315
Lowest unoccupied orbital energy (alpha / beta), eV: -3.123 / -3.126



(B)
The following is a DFT calculation (ωB97M-V/def2-TZVPD) of the molecule C6H6N2O2.

Last column: Löwdin charge in e.
Element x y z (Å)
C  2.664  -0.185  0.030  -0.15
C  -0.327  0.677  -1.739  -0.04
C  -1.426  0.440  -0.795  -0.35
C  0.874  0.219  -1.419  -0.05
C  -0.753  0.207  0.686  -0.28
C  0.478  -0.682  0.484  -0.07
N  1.828  -0.502  0.882  0.06
N  -1.747  -0.341  1.600  0.06
O  -2.602  0.467  -0.799  0.12
O  2.225  0.189  -1.281  0.00
H  3.732  -0.506  0.172  0.16
H  -0.671  1.148  -2.721  0.13
H  -0.305  1.151  0.912  0.13
H  0.401  -1.841  0.289  0.17
H  -2.552  -0.276  1.098  0.00
H  -1.819  -0.164  2.601  0.09

## Properties
HOMO-LUMO gap, eV: 8.958
Lowest unoccupied orbital energy, eV: 0.277



What are the relative energies? In hartree: (A) 0.0228; (B) 0.0000.